Entry from OMol25: an isolated molecule of C2H6N2OS2 in a non-equilibrium geometry (ωB97M-V/def2-TZVPD).

```
13
Properties=species:S:1:pos:R:3:mulliken_charge:R:1
C 1.02 -0.31 -1.47 -0.616
C -0.37 0.41 0.51 0.360
N -1.14 -0.45 1.41 -0.295
H 1.24 -1.13 -0.57 0.176
H -1.19 -0.18 2.45 0.320
H 1.13 -0.70 -2.55 0.304
S -0.74 0.25 -1.13 -0.214
S -0.67 -2.06 1.41 -0.153
H 0.11 2.16 -0.82 0.313
H 1.79 0.51 -1.21 0.293
N 0.20 1.48 0.94 -0.344
O 0.45 2.50 0.08 -0.289
H -1.85 -2.47 0.95 0.144
```

## Properties
* orbital gap: 9.56 eV
* total charge: 0
* HOMO: -9.12 eV



Entry from OMol25: a structure of composition C30H68N2O3Si2 in a non-equilibrium geometry (ωB97M-V/def2-TZVPD).

```
105
Properties=species:S:1:pos:R:3:mulliken_charge:R:1
H -4.21 1.92 -2.51 0.431
C -3.57 -0.26 -3.04 -0.653
H 3.52 -1.95 -1.18 0.262
C -0.89 3.57 -4.49 -0.788
C -2.19 -1.13 -3.04 -0.364
H -0.20 -1.50 -0.65 0.149
N -1.30 3.62 -6.95 -0.749
H -1.30 -0.38 -3.02 -0.186
C 8.43 0.68 0.81 -0.683
H -6.71 1.67 8.44 0.339
H 4.29 -0.57 3.65 0.335
C -0.50 -2.31 -1.43 -0.632
C -4.41 1.90 6.12 -0.806
H 1.45 4.73 -5.30 0.342
H 7.53 -1.24 1.70 0.311
H -1.94 3.75 -4.23 0.322
H -2.48 -1.11 4.26 0.313
Si 6.82 1.72 0.93 0.436
H -7.27 2.03 4.86 0.330
C 2.33 -4.62 -0.11 -0.733
C -3.45 1.12 -2.20 -0.335
H 9.08 0.97 1.72 0.339
H -4.95 2.85 6.15 0.257
H 6.36 -3.09 -1.53 0.266
H 2.28 -5.76 0.02 0.345
H 0.56 0.68 -4.02 0.093
H -4.74 -1.83 1.18 0.213
H 0.06 -2.10 -2.41 0.382
O -5.17 0.93 5.42 -0.226
H 5.48 -2.00 1.36 0.205
C -3.17 -0.49 2.11 0.105
H 7.12 3.08 1.36 -0.196
H 3.98 -4.34 -1.62 0.234
H -0.23 -3.75 0.32 0.237
H 8.73 -1.98 -1.10 0.372
C -4.56 -0.69 1.33 -0.573
H -8.16 0.72 4.65 0.277
H -1.07 2.63 -6.90 0.330
H 1.98 -4.16 0.90 0.319
C -7.29 2.01 7.58 -1.413
C 8.21 -0.92 0.83 -0.567
H 7.44 -0.68 -1.31 0.137
H 1.05 1.63 -5.41 0.214
H -5.54 0.95 0.17 0.400
H -0.29 3.99 -3.68 0.490
N -7.99 1.47 5.31 -0.742
C -2.09 -2.14 -1.78 -0.081
C -3.26 -1.42 3.47 -0.749
C 5.33 -1.96 0.21 0.170
H 7.04 -3.55 0.16 0.253
O -0.75 2.15 -4.54 -0.237
H -2.56 -3.15 -2.09 0.505
C -3.41 0.88 -0.58 -0.518
H -2.40 1.55 -2.45 -0.118
H 1.19 2.32 -3.76 0.332
H -8.28 2.29 7.95 0.359
H -2.06 -1.71 -4.04 0.368
H 1.02 5.14 -6.96 0.352
C 7.77 -1.55 -0.61 -0.453
H -4.47 -0.91 -2.78 0.290
H 6.53 3.92 -1.63 -0.154
H 1.30 3.46 -6.52 0.283
H -2.33 -0.98 1.48 -0.121
H -6.83 2.92 7.19 0.286
H -6.30 -0.72 5.67 0.358
H -5.22 -0.58 -0.80 0.093
C -0.15 -3.79 -0.84 -0.444
C 0.87 4.40 -6.17 -1.395
H -0.98 -4.52 -1.18 0.371
H -8.10 0.16 6.93 0.400
C 4.84 0.25 3.05 0.083
H 3.13 -2.31 0.59 0.189
H -4.30 -1.19 3.93 -0.054
H 8.23 2.23 -1.93 -0.163
H -3.71 0.05 -4.16 0.354
C -6.07 0.19 6.24 -0.778
C 3.89 -2.54 -0.26 -0.655
H -2.64 -1.74 -0.85 -0.310
O 5.97 1.62 -0.59 -0.190
H -2.31 3.64 -6.76 0.276
H -5.58 -0.14 7.16 0.437
C 1.34 -4.21 -1.33 -0.417
C -4.73 0.14 -0.04 -0.532
H -5.40 -0.34 2.07 0.266
Si 6.79 2.48 -1.86 0.501
H -3.49 2.07 5.56 0.239
H 5.36 -0.86 -0.15 -0.165
C 5.64 0.88 2.23 -0.492
H 9.02 0.94 -0.14 0.284
H 4.65 -4.72 0.12 0.311
H 9.25 -1.38 1.06 0.329
H 6.19 2.04 -3.14 -0.152
H 1.79 -3.28 -1.88 0.156
H -3.18 -2.53 3.17 0.335
C 6.60 -2.69 -0.47 -0.649
C 3.86 -4.14 -0.47 -0.510
C 0.59 1.69 -4.43 -0.552
H 1.22 -5.04 -2.11 0.274
H -2.42 0.33 -0.39 0.188
H -3.42 1.95 -0.13 0.435
C -0.61 4.28 -5.83 0.295
C -7.41 0.91 6.53 0.332
H -2.94 0.58 2.44 0.276
H -1.00 5.30 -5.74 0.418
H -4.16 1.58 7.13 0.352
```

## Properties
* orbital gap: 9.81 eV
* total charge: 0
* HOMO: -9.26 eV



Entry from OMol25: the ion C6H10O with charge -1 in a non-equilibrium geometry (ωB97M-V/def2-TZVPD).

```
17
Properties=species:S:1:pos:R:3:mulliken_spin:R:1
H -2.21 2.08 1.43 -0.029
C 1.85 -0.63 0.29 0.428
H 3.47 -0.96 -1.19 0.034
C -2.65 1.61 0.55 0.038
H 2.18 -0.13 1.20 0.032
O -2.21 -0.24 -0.96 -0.125
C -0.27 0.66 0.12 -0.013
C 2.92 -1.46 -0.38 -0.064
H 3.65 -1.83 0.35 0.006
H -2.07 -1.09 -0.49 0.047
H 2.46 -2.36 -0.82 0.029
H -2.99 2.44 -0.09 0.043
C -1.62 0.75 -0.12 0.399
C 0.59 -0.40 -0.27 0.159
H -3.53 1.03 0.82 -0.003
H 0.10 1.51 0.72 -0.037
H 0.33 -0.99 -1.15 0.055
```

## Properties
* orbital gap (spin up / spin down): 3.93 / 6.60 eV
* <S²>: 0.775
* total charge: -1
* multiplicity: 2
* HOMO (spin up / spin down): 0.45 / -2.42 eV



Entry from OMol25: a cluster of 5 separate species, C4H16O4 in total in a non-equilibrium geometry (ωB97M-V/def2-TZVPD).

```
24
Properties=species:S:1:pos:R:3:mulliken_charge:R:1
C -0.33 -0.79 2.56 -0.942
H -2.62 0.50 1.65 0.285
H 3.25 1.30 0.10 0.349
H 0.14 -1.42 3.31 0.250
H -0.80 -1.33 -3.49 0.323
H -0.85 0.02 -4.21 0.320
C -1.39 -1.16 1.85 0.928
H -1.28 -3.23 2.43 0.349
C -2.11 -0.18 0.95 -1.214
H 0.87 3.53 0.73 0.264
O 1.90 1.41 -2.41 -0.646
H 1.33 2.26 -0.10 0.364
H 1.14 0.91 -2.73 0.320
H -2.83 -2.49 2.67 0.269
H 0.14 0.18 2.48 0.305
O -0.49 -0.87 -4.27 -0.646
H -1.48 0.45 0.32 0.311
O 0.68 2.61 0.52 -0.593
H 2.30 0.90 -1.70 0.334
O 2.69 0.53 0.23 -0.684
C -1.99 -2.54 1.97 -1.225
H -2.95 -0.62 0.43 0.337
H -2.33 -2.93 1.01 0.337
H 2.41 0.55 1.16 0.308
```

## Properties
* orbital gap: 9.56 eV
* total charge: 0
* HOMO: -9.17 eV



Entry from OMol25: a structure of composition C26H37F9MgNO2PS in a non-equilibrium geometry (ωB97M-V/def2-TZVPD).

```
78
Properties=species:S:1:pos:R:3:mulliken_charge:R:1
C -0.68 -3.32 2.11 0.231
F 1.36 2.34 3.84 -0.280
F 4.17 -0.01 1.12 -0.178
F 3.18 1.78 5.27 -0.230
F 2.06 0.01 5.57 -0.235
C 2.54 0.88 -1.04 0.442
H 4.46 1.05 -2.82 0.350
C 1.82 1.14 3.47 0.303
H -1.55 3.43 -3.06 0.544
H 3.30 2.83 -1.31 0.601
C 2.55 1.35 2.11 0.702
H -0.73 -0.42 -4.33 0.560
H 0.77 0.36 -4.72 0.381
H 4.00 2.02 0.09 0.355
H -3.56 0.71 1.88 0.584
C 1.81 0.94 -2.38 0.770
H 5.99 0.73 -0.23 0.182
C -3.10 2.30 -1.07 -0.552
F 1.79 2.19 1.40 -0.254
H -0.70 2.35 -1.98 0.221
O 0.55 -1.65 0.45 -0.521
H -4.71 -0.07 -0.89 0.325
H 5.38 2.37 -2.15 0.499
C 2.85 0.04 1.28 0.639
H -2.72 0.20 0.44 -0.698
H -5.69 0.49 0.47 0.418
F 3.66 2.03 2.40 -0.292
H -2.31 1.96 -0.40 0.135
C 5.79 0.44 -1.26 -0.780
C -3.67 0.11 0.98 0.544
O 2.19 1.71 -3.22 -0.487
H -0.12 -2.43 2.50 -0.151
H -5.31 2.23 -1.18 0.395
C -3.81 -1.38 1.28 -0.693
C 4.83 1.47 -1.88 -0.534
H -2.91 0.76 -2.64 0.349
F 3.85 0.03 4.27 -0.219
C 2.75 0.69 4.66 0.618
H -1.63 -1.87 -3.24 0.163
C 0.25 -0.77 -1.69 0.514
H -3.42 -1.34 3.44 0.487
H 6.75 0.47 -1.78 0.551
H 5.68 -1.42 -2.16 0.299
H -4.68 2.66 0.38 0.388
H -3.46 2.41 -3.16 0.370
H 0.03 -4.19 1.98 -0.228
H -3.03 3.39 -1.07 0.484
H 4.33 -1.03 -1.29 0.122
H -1.53 -3.37 4.19 0.374
H -3.01 -3.69 1.55 0.416
C -3.03 -1.76 2.52 0.183
F 2.58 -1.14 2.04 -0.216
H -1.70 -4.83 3.30 0.401
C -3.02 -3.29 2.57 -1.025
H -2.01 -1.40 2.33 -0.325
C -1.73 -3.74 3.19 -0.890
H -3.35 -1.99 0.51 0.094
C -4.71 0.57 0.00 -0.752
C -1.36 2.37 -2.85 -0.758
H -1.14 -3.14 1.13 0.129
H -3.89 -3.69 3.08 0.528
F 0.71 0.37 3.36 -0.242
N 5.33 -0.95 -1.34 -0.443
C -0.05 0.35 -3.99 -1.511
P -1.16 -1.92 -1.92 0.416
C 3.66 1.87 -0.93 -1.371
C 2.15 0.03 -0.07 -0.838
H 0.20 2.43 -4.29 0.475
C -0.67 1.80 -4.11 -0.842
C -2.79 1.84 -2.51 -0.415
Mg 1.62 -2.80 1.48 0.970
C -4.50 2.01 -0.48 -1.180
C 0.99 -0.85 -0.37 1.130
H -4.86 -1.68 1.31 0.379
C 0.60 0.09 -2.65 0.088
H -1.37 1.81 -4.94 0.467
S -0.66 -3.79 -1.54 -0.372
H -2.19 -1.51 -1.07 -0.066
```

## Properties
* orbital gap: 5.69 eV
* total charge: +2
* HOMO: -14.55 eV



Entry from OMol25: an isolated molecule of C7H10N2O3S2 in a non-equilibrium geometry (ωB97M-V/def2-TZVPD).

```
24
Properties=species:S:1:pos:R:3:mulliken_charge:R:1
H 2.05 -0.78 -2.02 0.309
C 1.39 -0.92 1.31 -0.490
H 0.94 -1.98 0.95 0.301
S -1.60 -1.23 1.00 -0.082
N 0.61 0.22 1.01 -0.044
H 1.25 -0.30 -3.22 0.310
H -2.91 2.19 1.33 0.271
S -0.26 -1.03 -1.49 1.308
C 2.54 0.46 0.12 -0.342
H 1.05 2.10 0.04 0.294
O -1.37 -0.81 -2.36 -0.656
O 2.70 -0.72 0.73 -0.347
C -1.57 1.05 -0.21 -0.564
H -1.08 1.96 -0.51 0.454
H 3.44 0.85 -0.43 0.448
H 1.43 -0.93 2.35 0.412
C -2.49 1.16 1.02 -0.666
H -2.21 0.69 -0.99 0.339
C -2.62 -0.01 1.68 -0.146
H -3.27 -0.29 2.61 0.308
N 1.14 -0.24 -2.19 -0.605
C -0.71 -0.13 0.01 0.106
O 0.12 -2.39 -1.19 -0.617
C 1.43 1.10 0.45 -0.301
```

## Properties
* orbital gap: 7.96 eV
* total charge: 0
* HOMO: -7.53 eV



Calculated values (eV) of energy above the lowest of the compared OMol25 structures with the same formula, charge and spin for the records, taken in order: 3.148, 4.218, 0.352, 1.070, 1.264, 3.916.